Formula: C16H25N4O9P2V
Source: the OMol25 dataset
Level of theory: ωB97M-V/def2-TZVPD

```
57
Properties=species:S:1:pos:R:3:lowdin_spin:R:1
V -0.13 0.90 -0.88 2.638
C 1.31 4.69 -2.08 0.007
C 1.18 3.19 -2.01 0.053
O 0.27 2.75 -1.19 0.056
C 2.06 2.42 -2.73 0.004
C 2.16 0.99 -2.66 0.071
C 3.33 0.27 -3.28 0.011
N 1.26 0.32 -2.01 -0.028
N 1.48 -1.03 -1.67 0.021
C 1.23 -1.03 -0.08 0.014
O 1.11 0.15 0.46 0.037
C 2.01 -3.19 0.71 0.000
C 1.15 -3.70 1.67 0.000
C 1.02 -5.07 1.81 0.000
C 1.74 -5.93 1.00 0.000
C 2.62 -5.42 0.06 0.000
C 2.76 -4.05 -0.09 0.000
H 0.32 5.15 -2.03 0.001
H 1.81 5.00 -3.00 0.000
H 1.89 5.05 -1.23 0.003
H 2.78 2.94 -3.35 -0.001
H 3.99 0.95 -3.81 0.000
H 2.97 -0.50 -3.97 0.003
H 3.88 -0.24 -2.49 0.004
H 0.58 -3.02 2.29 0.000
H 0.34 -5.46 2.56 0.000
H 1.62 -7.01 1.11 0.000
H 3.18 -6.09 -0.58 0.000
H 3.41 -3.62 -0.84 0.000
O -3.56 -1.70 -0.94 0.001
P -2.68 -1.54 0.40 0.001
O -3.46 -1.80 1.61 0.001
O -2.20 0.00 0.32 0.026
O -1.40 -2.38 0.18 0.001
P -0.10 -1.71 -1.14 0.021
O 0.10 -3.20 -1.69 0.000
O 2.19 -1.83 0.59 0.006
O -1.12 -0.92 -1.93 0.027
H -2.94 -1.45 -1.66 0.000
H -0.55 -3.77 -1.24 0.000
N -3.43 1.94 1.88 0.000
C -3.19 3.25 1.28 0.000
C -1.66 3.53 1.26 0.002
N -0.99 2.26 1.41 0.012
C -1.18 1.68 2.74 0.001
C -2.68 1.77 3.11 0.000
H -2.72 0.61 0.90 0.000
H -4.42 1.77 2.01 0.000
H -3.70 4.06 1.83 0.000
H -3.58 3.23 0.26 0.000
H -1.41 4.23 2.07 0.000
H -1.36 3.97 0.32 0.000
H 0.00 2.31 1.18 0.002
H -0.59 2.20 3.50 0.000
H -0.86 0.64 2.69 0.000
H -2.84 2.61 3.80 0.000
H -3.00 0.86 3.60 0.000
```

Energy relative to the best compared isomer or geometry (same formula, charge and spin) (kJ/mol): 576.1
HOMO level (alpha / beta) (hartree): -0.124 / -0.173
Expectation value of S²: 3.77
Multiplicity: 4
Frontier orbital gap (alpha / beta) (eV): 6.01 / 7.34
Total charge: -1

Formula: C17H18N3RuS2Se
Source: the OMol25 dataset
Level of theory: ωB97M-V/def2-TZVPD

```
42
Properties=species:S:1:pos:R:3:lowdin_spin:R:1
Ru 0.76 -1.54 0.07 0.756
C 0.45 -0.07 2.78 0.000
N 0.68 0.30 1.36 -0.003
C -0.46 1.05 0.80 0.002
C -0.27 1.06 -0.70 0.001
N -0.40 -0.34 -1.19 -0.002
C 0.18 -0.46 -2.56 0.002
C -1.84 -0.68 -1.20 0.007
C -2.69 -0.08 -2.13 0.000
C -4.05 -0.35 -2.09 0.004
C -4.55 -1.21 -1.12 0.000
C -3.71 -1.79 -0.19 0.005
C -2.34 -1.53 -0.22 0.012
S -1.25 -2.34 0.89 0.064
C 1.90 1.12 1.28 0.006
C 1.94 2.39 1.87 0.000
C 3.09 3.15 1.80 0.006
C 4.22 2.65 1.16 -0.001
C 4.19 1.39 0.60 0.007
C 3.03 0.61 0.65 0.011
S 2.99 -1.01 -0.01 0.106
H 0.32 0.83 3.39 0.000
H 1.31 -0.63 3.13 0.000
H -0.44 -0.69 2.84 0.001
H -0.52 2.06 1.20 0.000
H -1.37 0.52 1.06 0.001
H 0.74 1.41 -0.95 0.000
H -1.00 1.69 -1.21 -0.001
H -0.23 0.31 -3.22 0.000
H -0.04 -1.45 -2.94 0.000
H 1.26 -0.33 -2.48 0.001
H -2.30 0.58 -2.88 0.000
H -4.70 0.10 -2.82 0.000
H -5.61 -1.43 -1.09 0.000
H -4.09 -2.47 0.56 0.000
H 1.07 2.78 2.38 0.000
H 3.11 4.13 2.26 0.000
H 5.12 3.24 1.11 0.000
H 5.06 0.98 0.11 0.001
Se 1.41 -3.67 -0.87 0.012
C -0.05 -4.78 -0.74 0.005
N -0.93 -5.53 -0.70 -0.001
```

Energy relative to the best compared isomer or geometry (same formula, charge and spin) (kJ/mol): 25.0
HOMO level (alpha / beta) (hartree): -0.286 / -0.278
Expectation value of S²: 0.76
Multiplicity: 2
Frontier orbital gap (alpha / beta) (eV): 7.12 / 6.13

Formula: C5H12N2
Source: the OMol25 dataset
Level of theory: ωB97M-V/def2-TZVPD

```
19
Properties=species:S:1:pos:R:3:mulliken_charge:R:1
C -2.62 -0.90 0.18 -0.845
N -1.26 -0.87 -0.27 -0.537
C -0.57 0.19 -0.31 0.917
C -1.02 1.57 0.09 -1.362
C 0.85 0.05 -0.77 -0.750
C 1.72 -0.43 0.39 -0.489
N 3.12 -0.23 0.06 -0.593
H -2.81 -1.90 0.56 0.301
H -2.86 -0.17 0.96 0.272
H -3.28 -0.73 -0.67 0.274
H -1.76 1.92 -0.63 0.343
H -0.19 2.27 0.11 0.358
H -1.50 1.56 1.07 0.383
H 0.90 -0.69 -1.57 0.366
H 1.24 1.00 -1.13 0.330
H 1.45 -1.47 0.63 0.243
H 1.52 0.18 1.28 0.341
H 3.71 -0.58 0.80 0.229
H 3.35 -0.76 -0.78 0.218
```

Energy relative to the best compared isomer or geometry (same formula, charge and spin) (kJ/mol): 82.7
HOMO level (hartree): -0.331
Frontier orbital gap (eV): 10.10
SMILES string: C/N=C(\C)CCN

Formula: C38H35AgN3O4P
Source: the OMol25 dataset
Level of theory: ωB97M-V/def2-TZVPD

```
82
Properties=species:S:1:pos:R:3:mulliken_charge:R:1
Ag -0.09 0.57 0.07 1.153
O 4.89 0.83 -3.22 -0.999
C 4.07 0.30 -4.06 0.620
C 4.49 0.00 -5.39 -0.645
C 3.65 -0.56 -6.32 -0.245
C 2.32 -0.87 -6.01 -0.746
C 1.88 -0.60 -4.72 -0.571
C 2.70 -0.03 -3.75 0.061
C 2.10 0.17 -2.41 0.327
O 0.94 -0.13 -2.14 -0.838
N 2.94 0.70 -1.50 -0.150
N 2.55 0.78 -0.18 0.104
C 3.41 1.34 0.58 -0.693
C 3.37 1.49 2.03 0.831
C 4.45 2.19 2.58 -0.548
C 4.59 2.42 3.94 -0.857
C 3.60 1.91 4.79 -0.264
C 2.53 1.21 4.29 -0.993
C 2.34 0.95 2.89 -0.003
O 1.35 0.29 2.48 -0.132
H 3.90 0.91 -1.85 0.661
H 5.52 0.25 -5.65 0.352
H 4.03 -0.76 -7.32 0.315
H 1.66 -1.32 -6.74 0.369
H 0.86 -0.82 -4.42 0.392
H 4.31 1.76 0.13 0.137
H 5.20 2.58 1.90 0.324
H 5.44 2.97 4.33 0.343
H 3.67 2.07 5.86 0.353
H 1.76 0.83 4.95 0.310
C -7.81 1.10 1.52 -0.351
C -7.26 1.65 0.37 -0.567
C -5.92 1.45 0.07 -0.238
C -5.08 0.72 0.91 -0.109
C -5.65 0.17 2.06 0.038
C -6.99 0.35 2.36 -0.703
P -3.30 0.57 0.41 -0.402
C -2.78 -0.81 1.50 0.544
C -3.29 -2.08 1.22 -0.724
C -2.87 -3.19 1.93 -0.645
C -1.89 -3.06 2.91 -0.465
C -1.36 -1.81 3.18 -0.213
C -1.81 -0.69 2.49 -0.252
C -2.60 2.05 1.20 1.672
C -3.30 2.96 1.99 -0.410
C -2.62 4.04 2.53 -0.482
C -1.25 4.18 2.31 -0.765
C -0.57 3.24 1.54 0.134
C -1.22 2.16 0.93 -1.676
H -8.86 1.24 1.75 0.354
H -7.88 2.24 -0.30 0.366
H -5.51 1.89 -0.84 0.350
H -5.03 -0.40 2.75 0.408
H -7.40 -0.08 3.27 0.364
H -4.03 -2.20 0.43 0.391
H -3.28 -4.17 1.70 0.359
H -1.53 -3.93 3.44 0.315
H -0.55 -1.69 3.89 0.304
H -1.34 0.27 2.69 0.331
H -4.36 2.84 2.18 0.260
H -3.15 4.77 3.14 0.345
H -0.71 5.01 2.75 0.345
H 0.50 3.35 1.42 0.363
O -0.10 -1.83 -0.06 -0.393
C 0.32 -2.92 0.27 -0.025
C 0.08 -4.12 -0.61 -0.977
C 1.45 -4.35 -1.32 -0.970
C 2.35 -3.10 -1.45 0.244
C 3.21 -2.77 -0.22 -1.019
C 2.45 -2.25 1.01 0.464
N 1.27 -3.10 1.26 -0.081
H -0.70 -3.85 -1.32 0.396
H -0.23 -5.01 -0.06 0.358
H 1.26 -4.76 -2.31 0.445
H 2.01 -5.12 -0.77 0.309
H 1.74 -2.23 -1.73 -0.372
H 3.03 -3.27 -2.29 0.424
H 3.95 -2.01 -0.50 0.438
H 3.77 -3.67 0.05 0.431
H 2.09 -1.24 0.87 -0.653
H 3.08 -2.23 1.90 0.373
H 1.54 -4.08 1.32 0.399
```

Energy relative to the best compared isomer or geometry (same formula, charge and spin) (kJ/mol): 114.6
HOMO level (hartree): -0.055
Frontier orbital gap (eV): 5.76
Total charge: -2

Formula: C29H23BaBrClN3O8
Source: the OMol25 dataset
Level of theory: ωB97M-V/def2-TZVPD

```
66
Properties=species:S:1:pos:R:3:mulliken_charge:R:1
Ba 0.55 -0.06 -0.39 2.646
O -0.21 -1.93 2.61 -0.590
C 1.12 -2.17 2.96 -0.308
C 2.03 -2.48 1.77 -1.038
N 2.41 -1.32 0.98 0.607
C 3.35 -1.73 -0.04 -0.810
C 3.55 -0.63 -1.13 0.679
O 4.59 -0.70 -1.79 -0.874
O 2.64 0.21 -1.24 -0.857
C 3.02 -0.25 1.77 -0.771
C 2.01 0.87 2.18 0.266
O 2.32 1.55 3.16 -0.809
O 0.99 0.97 1.47 -0.669
H -0.27 -1.08 2.14 0.251
H 1.11 -3.05 3.61 0.484
H 1.55 -1.33 3.53 0.137
H 1.46 -3.15 1.11 0.201
H 2.93 -3.02 2.14 0.406
H 2.96 -2.61 -0.56 0.260
H 4.33 -2.01 0.39 0.314
H 3.74 0.26 1.13 0.578
H 3.56 -0.62 2.65 0.294
Cl -4.88 0.99 -4.92 -0.322
C -3.97 0.53 -3.51 0.330
C -3.44 -0.76 -3.44 -0.560
C -2.71 -1.12 -2.35 -0.537
C -2.45 -0.22 -1.26 0.278
O -1.65 -0.52 -0.34 -1.163
C -3.12 1.06 -1.33 0.713
C -3.06 1.97 -0.24 -0.251
N -2.85 1.61 0.97 -0.134
C -2.92 2.47 2.02 -0.236
C -3.90 3.45 2.13 -0.326
C -3.90 4.36 3.19 -0.616
C -2.93 4.32 4.15 -0.853
C -1.97 3.29 4.13 1.141
C -0.93 3.18 5.09 -0.987
C -0.10 2.09 5.06 -0.609
C -0.37 1.08 4.12 0.082
N -1.26 1.19 3.18 -0.087
C -2.01 2.30 3.12 0.118
C -3.81 1.43 -2.49 -0.978
H -3.61 -1.45 -4.26 0.368
H -2.27 -2.10 -2.27 0.394
H -3.23 3.04 -0.48 0.346
H -4.66 3.51 1.36 0.516
H -4.68 5.12 3.23 0.341
H -2.88 5.08 4.93 0.326
H -0.81 3.95 5.84 0.331
H 0.73 2.00 5.74 0.407
H 0.16 0.14 4.18 0.407
H -4.25 2.41 -2.55 0.377
Br 0.22 -0.02 -5.52 -0.201
C 1.44 -1.38 -5.06 0.279
C 2.23 -1.92 -6.07 -0.607
C 3.11 -2.93 -5.78 -0.400
C 3.21 -3.41 -4.48 -0.864
C 2.42 -2.87 -3.49 -0.302
C 1.53 -1.84 -3.76 -0.180
C 0.73 -1.27 -2.60 1.306
O 0.24 -0.15 -2.74 -0.799
O 0.66 -2.00 -1.60 -0.773
H 2.12 -1.53 -7.08 0.391
H 3.72 -3.36 -6.57 0.348
H 3.90 -4.21 -4.25 0.360
H 2.48 -3.23 -2.48 0.228
```

HOMO level (hartree): -0.071
Frontier orbital gap (eV): 6.20
Total charge: -2

Formula: C2H3F3S
Source: the OMol25 dataset
Level of theory: ωB97M-V/def2-TZVPD

```
9
Properties=species:S:1:pos:R:3:mulliken_charge:R:1
C -0.81 -0.67 1.00 -0.694
S 0.48 0.59 1.17 -0.082
C 0.81 0.67 -0.98 0.524
F 1.03 -0.57 -1.42 -0.186
F -0.31 1.08 -1.53 -0.195
F 1.79 1.52 -1.39 -0.181
H -1.21 -0.31 0.01 0.243
H -1.48 -0.70 1.96 0.301
H -0.30 -1.59 1.17 0.269
```

Energy relative to the best compared isomer or geometry (same formula, charge and spin) (kJ/mol): 175.9
HOMO level (hartree): -0.346
Frontier orbital gap (eV): 9.58
SMILES string: CSC(F)(F)F

Formula: H16O8
Source: the OMol25 dataset
Level of theory: ωB97M-V/def2-TZVPD

```
24
Properties=species:S:1:pos:R:3:mulliken_charge:R:1
O -0.37 -0.84 -0.81 -0.530
H 0.32 -0.42 -0.28 0.298
H -1.06 -0.17 -0.88 0.224
O 0.39 1.08 -2.90 -0.614
H 0.16 0.16 -3.06 0.347
H -0.31 1.41 -2.33 0.289
O -1.08 3.21 -0.16 -0.629
H -1.48 2.77 0.60 0.314
H -1.81 3.68 -0.58 0.292
O 1.32 2.93 0.84 -0.586
H 0.40 2.95 1.11 0.300
H 1.71 2.24 1.39 0.300
O 3.91 -0.58 1.37 -0.612
H 4.57 -1.04 1.90 0.315
H 3.09 -1.07 1.53 0.302
O -1.46 -1.56 2.74 -0.605
H -1.40 -0.60 2.78 0.292
H -2.38 -1.74 2.94 0.310
O 2.06 -2.77 -1.81 -0.619
H 1.86 -3.32 -1.04 0.312
H 1.68 -1.91 -1.60 0.295
O -3.30 -1.73 -0.29 -0.596
H -2.66 -1.27 -0.84 0.285
H -4.15 -1.40 -0.60 0.316
```

Energy relative to the best compared isomer or geometry (same formula, charge and spin) (kJ/mol): 313.8
HOMO level (hartree): -0.411
Frontier orbital gap (eV): 10.68
SMILES string: O.O.O.O.O.O.O.O

Formula: C4H32N2O13
Source: the OMol25 dataset
Level of theory: ωB97M-V/def2-TZVPD

```
51
Properties=species:S:1:pos:R:3:mulliken_charge:R:1
O -1.39 -0.06 -1.40 -0.879
C -1.76 -1.01 -0.68 -0.272
N -0.87 -1.95 -0.36 0.096
C 0.51 -1.90 -0.87 -1.485
C 1.37 -0.71 -0.42 0.952
N 2.17 -1.13 0.72 -0.369
C 2.97 -0.06 1.26 -0.638
O 2.03 0.87 1.85 -0.535
H -2.79 -1.12 -0.34 0.553
H -1.02 -2.71 0.30 0.332
H 1.06 -2.80 -0.56 0.555
H 0.37 -2.02 -1.96 0.148
H 0.74 0.18 -0.25 -0.220
H 2.07 -0.26 -1.13 0.316
H 1.67 -1.62 1.44 0.232
H 3.53 -0.35 2.17 0.349
H 3.65 0.31 0.48 0.412
H 2.42 1.74 2.01 0.243
O -4.39 0.17 1.23 -0.653
H -4.12 -0.54 1.81 0.270
H -3.69 0.86 1.35 0.425
O -0.79 0.52 3.17 -0.784
H -0.21 0.16 2.47 0.312
H -1.53 0.90 2.62 0.441
O 4.76 -0.92 -1.92 -0.642
H 4.05 -0.76 -2.55 0.362
H 4.42 -1.52 -1.27 0.316
O -2.29 0.67 -3.80 -0.762
H -2.75 1.51 -3.62 0.310
H -2.07 0.17 -2.99 0.502
O -0.05 2.59 0.99 -0.773
H 0.35 2.92 0.15 0.360
H 0.60 1.92 1.32 0.365
O -0.96 -3.29 2.40 -0.655
H -1.26 -4.02 2.94 0.276
H -1.26 -2.45 2.80 0.422
O -2.48 2.05 1.92 -0.748
H -3.01 2.82 2.12 0.254
H -1.58 2.25 1.51 0.496
O 1.33 3.09 -1.34 -0.691
H 1.42 3.96 -1.76 0.255
H 0.91 2.45 -1.94 0.483
O -2.11 -1.58 4.19 -0.764
H -1.58 -0.79 3.88 0.463
H -2.99 -1.25 3.98 0.291
O 2.42 -0.42 -3.75 -0.684
H 1.66 0.19 -3.56 0.425
H 3.00 -0.06 -4.43 0.291
O 0.29 1.29 -3.21 -0.907
H -0.52 1.34 -3.78 0.393
H -0.06 0.72 -2.47 0.561
```

Energy relative to the best compared isomer or geometry (same formula, charge and spin) (kJ/mol): 217.5
HOMO level (hartree): -0.357
Frontier orbital gap (eV): 9.98
SMILES string: O=CNCCNCO.O.O.O.O.O.O.O.O.O.O.O

The calculation returns the following energy values, one per record and in order: -3147.86145, -4115.58639, -307.19783, -2422.64191, -4944.93224, -775.74237, -611.46309, -1259.26885 a.u..